Record 1
87
Properties=species:S:1:pos:R:3:forces:R:3 method="wB97M-V/def2-TZVPD" e_tot_ev=-118366.8061
Cl -2.345 4.632 -0.866 -0.135 0.134 -0.368
S -6.824 5.867 0.862 -0.090 0.195 -0.882
F 5.806 -3.740 3.089 -0.045 -0.063 0.006
F -4.436 -6.593 1.422 0.043 0.041 -0.047
F -2.117 -7.024 -3.543 0.058 0.008 -0.030
F 6.096 4.150 1.677 0.047 -0.048 -0.018
F 3.360 -3.402 -0.344 -0.003 0.025 0.069
F -0.031 -0.625 -3.854 -0.067 -0.029 0.013
F -1.444 8.494 1.119 -0.002 0.047 -0.020
O 3.530 -1.810 -3.396 -0.028 0.016 0.297
O -2.672 -7.135 0.118 -0.150 -0.244 -0.277
O -5.469 6.332 0.089 -0.269 -0.808 0.394
O -0.593 1.853 -1.527 -0.093 -0.224 -0.194
O -2.746 1.439 -1.010 -0.006 -0.166 0.033
O 5.582 -0.260 1.610 0.104 0.126 -0.058
O 1.615 -3.637 4.562 0.031 -0.032 0.043
O 6.156 1.910 1.382 -0.332 -0.072 -0.224
O 3.629 -4.039 3.622 -0.174 0.299 -0.197
O -0.001 -6.349 -4.010 0.123 0.017 0.332
O 1.625 7.411 -0.013 -0.205 0.173 0.055
O 3.240 -1.330 -1.236 -0.360 0.001 -0.185
O 3.477 0.339 -2.733 -0.008 0.088 0.055
O 3.108 -1.972 4.299 0.140 -0.214 -0.096
O 2.809 9.322 0.135 -0.015 -0.005 0.060
O 1.842 -5.050 -3.991 -0.401 -0.372 -0.255
O 0.279 -4.837 -2.395 -0.070 -0.102 -0.074
O 0.592 9.308 0.575 0.015 -0.164 -0.389
O -0.941 -8.335 -0.694 -0.133 -0.109 0.508
O -1.714 0.270 -2.641 0.025 0.377 -0.128
O -6.789 6.415 2.178 0.135 0.372 0.899
O -6.548 4.268 1.187 -0.024 0.051 0.224
O 4.113 1.369 2.106 0.159 0.115 -0.052
O -2.560 -9.329 0.505 -0.108 0.212 -0.014
N -6.948 3.482 0.061 0.126 0.156 -0.865
C 0.282 7.062 0.339 0.035 -0.390 -0.184
C 4.484 -1.939 3.889 0.025 0.515 0.068
C 1.784 8.739 0.225 0.215 0.033 0.089
C -3.963 -7.526 0.567 0.063 0.208 0.289
C 3.553 -3.066 -2.690 -0.027 -0.454 -0.395
C 2.678 -3.253 4.203 -0.118 -0.021 0.121
C -3.812 4.480 0.151 -0.510 0.257 1.485
C -1.957 -8.276 -0.080 0.217 -0.238 0.111
C -1.034 -5.387 -2.212 -0.083 0.140 0.285
C -3.675 -8.836 1.260 -0.140 -0.305 0.092
C 2.879 -2.696 -1.397 0.271 0.039 0.176
C 0.353 1.200 -2.385 0.270 0.267 0.041
C 4.579 -3.167 3.025 0.201 -0.250 0.132
C 5.369 3.086 1.268 0.221 0.122 0.228
C -0.427 8.389 0.228 0.009 0.076 0.388
C -4.231 5.880 0.664 0.945 0.029 -0.613
C -1.780 1.213 -1.656 -0.053 0.035 0.207
C -0.930 -6.682 -2.977 -0.113 0.079 -0.486
C 4.220 2.795 2.205 -0.335 0.076 0.050
C 5.312 0.893 1.693 0.079 -0.113 -0.069
C -3.514 3.522 1.324 0.280 0.300 -0.710
C 0.802 -5.383 -3.516 0.062 0.101 -0.163
C 3.429 -0.824 -2.486 0.165 0.016 -0.188
C -0.548 0.543 -3.400 0.060 -0.329 0.133
H -0.801 8.621 -0.770 -0.124 0.024 0.045
H -6.819 2.518 0.340 0.043 0.059 0.301
H -4.635 -7.602 -0.289 -0.043 0.091 0.020
H 3.293 3.277 1.907 -0.075 -0.209 -0.069
H 5.080 3.227 0.225 0.068 0.082 -0.011
H 4.714 -1.035 3.332 -0.323 -0.156 0.195
H 0.263 6.672 1.358 -0.119 0.158 0.062
H -3.390 4.079 2.245 -0.016 -0.019 0.231
H -3.376 -8.689 2.298 -0.001 0.170 -0.021
H -4.221 5.940 1.747 -0.464 -0.085 0.165
H -0.119 6.311 -0.336 0.170 0.000 -0.107
H 1.043 1.914 -2.824 -0.077 0.127 0.110
H -1.256 -5.530 -1.160 0.246 0.034 0.076
H 4.589 -3.374 -2.535 -0.005 0.109 0.188
H 1.792 -2.782 -1.416 -0.003 -0.083 0.106
H -1.774 -4.713 -2.646 -0.006 -0.099 -0.139
H -0.810 1.173 -4.251 0.035 -0.102 -0.093
H 4.314 -3.003 1.980 0.118 -0.037 -0.037
H -4.659 4.111 -0.408 0.313 -0.216 -0.693
H 0.922 0.468 -1.811 -0.048 -0.098 -0.069
H 4.456 3.073 3.233 0.157 0.048 -0.045
H -3.471 6.572 0.320 -0.121 0.397 -0.041
H -2.594 3.003 1.098 0.079 -0.333 0.147
H 3.011 -3.846 -3.239 0.318 0.681 0.124
H -4.313 2.801 1.421 -0.128 -0.141 0.190
H -4.509 -9.531 1.222 0.125 -0.125 -0.157
H 5.126 -2.007 4.769 0.030 -0.195 -0.048
H -0.551 -7.520 -2.400 -0.062 0.120 -0.268
H -7.942 3.648 -0.065 -0.116 -0.197 0.134

Record 2
16
Properties=species:S:1:pos:R:3:forces:R:3 method="wB97M-V/def2-TZVPD" smiles=C1CC2(C1)CC2 e_tot_ev=-6382.4453
C 1.681 -0.040 0.348 0.224 0.011 0.064
C -1.341 0.359 0.808 -0.011 0.043 0.217
C -1.775 -0.087 -0.568 -0.084 -0.039 -0.213
C 0.829 0.921 -0.518 -0.017 0.193 -0.065
C -0.326 -0.038 -0.222 -0.074 0.008 0.023
C 0.694 -1.159 -0.047 -0.058 -0.161 0.080
H -1.560 -0.275 1.663 0.066 -0.008 -0.181
H -2.219 0.636 -1.246 0.130 -0.054 0.085
H 0.971 -1.566 -1.029 -0.100 0.019 0.180
H 0.721 1.964 -0.203 0.021 -0.160 -0.026
H 0.489 -1.984 0.641 0.008 0.179 0.010
H 1.544 0.200 1.408 0.119 0.010 -0.148
H -2.212 -1.081 -0.621 0.059 0.167 -0.086
H -1.393 1.426 1.020 -0.038 -0.207 -0.014
H 2.746 -0.160 0.133 -0.151 0.009 -0.061
H 1.151 0.885 -1.566 -0.093 -0.011 0.135

Record 3
64
Properties=species:S:1:pos:R:3:forces:R:3 method="wB97M-V/def2-TZVPD" smiles="C=C[C@@H](OC=O)P(O)O.COCCNCCOC.COCCNCCOC" e_tot_ev=-45833.2199
P -3.651 1.035 -0.664 -2.308 0.502 -0.066
O 1.291 1.764 -3.582 -0.042 -0.183 -0.349
O -1.577 -1.119 3.520 -0.308 -0.136 -0.347
O -3.526 0.982 -2.369 1.061 -1.191 1.843
O -1.634 -3.491 7.390 0.004 0.437 -0.012
O -1.259 2.335 0.119 -0.627 -1.198 -2.657
O 5.303 2.718 -5.478 0.321 -0.267 0.247
O -4.328 -0.509 -0.226 2.447 1.042 -1.874
O -1.539 4.030 -1.419 1.665 -4.830 0.954
N 3.889 0.261 -4.496 -0.188 0.014 -0.167
N -3.645 -1.975 5.520 0.102 0.168 0.129
C 6.069 2.904 -4.298 -0.173 0.202 -0.167
C -0.989 -0.187 -0.225 0.527 -0.282 -0.581
C -0.561 -0.502 -1.568 -0.925 0.290 1.194
C -3.792 -2.357 6.927 0.139 -0.207 -0.204
C 2.073 2.894 -3.942 -0.077 0.164 0.323
C -2.745 -0.372 3.871 0.160 0.271 0.528
C 5.438 1.411 -6.039 -0.512 0.042 -0.359
C -3.125 -0.622 5.331 0.017 -0.335 -0.444
C -2.513 -2.440 7.774 -0.364 -0.245 0.237
C 2.545 -0.270 -4.254 0.158 0.257 0.176
C -0.740 -3.163 6.339 0.000 -0.335 0.100
C -1.840 -2.173 2.607 0.241 0.113 0.172
C 4.133 0.626 -5.891 0.374 0.194 0.358
C -1.217 2.828 -1.216 -1.475 4.397 -0.645
C 1.358 0.675 -4.497 -0.127 -0.377 0.226
C -1.952 1.039 0.184 0.419 -3.171 0.509
H -4.264 -3.345 6.934 0.063 0.067 0.109
H -3.585 -0.577 3.197 0.072 -0.186 0.060
H 5.638 1.549 -7.106 0.000 -0.040 0.028
H 3.325 1.251 -6.286 0.038 0.038 -0.243
H -2.407 -2.974 3.088 -0.143 -0.064 -0.168
H -1.282 -1.075 -2.263 0.722 2.479 0.161
H 7.115 2.626 -4.460 -0.029 -0.049 0.077
H 4.193 -0.284 -6.496 -0.028 0.011 0.051
H -4.498 -1.670 7.408 0.100 0.038 -0.020
H -2.165 0.890 1.312 0.069 0.396 -1.870
H -1.981 -1.484 7.833 0.071 -0.023 -0.186
H 2.411 -1.178 -4.854 -0.017 0.093 -0.048
H 6.286 0.864 -5.612 -0.123 0.072 0.147
H 4.012 1.082 -3.912 0.038 -0.116 -0.097
H 2.154 3.016 -5.025 0.062 -0.107 0.040
H -0.883 -2.582 2.278 -0.014 0.062 0.112
H -0.457 -2.107 6.346 -0.109 -0.003 -0.052
H 0.165 -3.761 6.464 -0.059 0.004 0.089
H 0.444 0.093 -4.329 0.041 0.048 0.010
H -2.485 0.685 3.758 -0.029 -0.006 0.034
H -0.597 -0.885 0.610 0.801 2.508 -0.844
H 0.497 -0.232 -1.899 -0.930 -2.103 0.795
H 3.065 2.828 -3.490 0.106 0.088 -0.186
H -2.918 0.279 -2.690 -0.350 0.644 0.098
H -2.230 -0.450 5.939 0.068 0.243 -0.019
H -3.015 -2.636 5.079 -0.099 0.112 0.035
H 5.654 2.328 -3.467 0.166 -0.080 0.107
H 1.591 3.784 -3.532 -0.078 -0.096 -0.005
H 2.519 -0.582 -3.205 -0.091 -0.007 -0.075
H -2.381 -1.806 1.729 -0.138 -0.089 0.025
H -3.889 0.103 5.631 0.015 -0.052 0.008
H -1.174 -3.435 5.374 0.100 0.185 -0.134
H -2.821 -2.674 8.799 0.033 -0.031 -0.087
H -3.894 -1.125 -0.876 -0.717 0.173 1.049
H 6.031 3.962 -4.033 -0.053 -0.078 -0.097
H 1.301 1.025 -5.533 0.139 0.132 0.052
H -0.941 2.177 -2.131 -0.208 0.399 1.921

Record 4
10
Properties=species:S:1:pos:R:3:forces:R:3 method="wB97M-V/def2-TZVPD" smiles=N#[N+][S-].N#CNN e_tot_ev=-19368.1196
S 2.842 0.599 0.523 0.427 -1.917 3.497
N 2.738 1.243 -0.827 -0.230 2.870 -3.593
N 2.674 1.867 -1.760 -0.037 -0.855 0.242
N 0.750 -1.084 -1.136 0.467 0.501 -0.733
N -1.757 0.085 0.954 -2.163 0.808 -4.646
N -1.238 -1.063 0.323 -0.432 1.685 1.020
C -0.183 -0.892 -0.494 -0.806 -1.537 0.688
H -1.615 0.310 1.874 0.810 -0.070 2.259
H -2.335 0.779 0.362 1.541 -1.926 1.426
H -1.877 -1.843 0.181 0.424 0.441 -0.159

Record 5
18
Properties=species:S:1:pos:R:3:forces:R:3 method="wB97M-V/def2-TZVPD" smiles="CC(C)C1=NNN=[N+]=C1" charge=+1 e_tot_ev=-11278.1911
N 2.418 -1.211 0.412 3.200 0.057 -0.442
N 2.737 0.907 -0.287 -2.856 -1.673 0.204
N 1.564 1.260 -0.410 -3.355 -3.421 0.028
N 3.235 -0.274 0.139 0.405 -1.232 1.202
C -0.903 0.449 -0.425 0.620 -3.305 0.129
C 0.438 -0.147 -0.282 4.137 4.606 0.543
C -1.708 -0.855 -0.574 -1.970 -1.775 -2.389
C -1.397 0.988 0.925 -0.065 2.681 -0.330
C 1.152 -1.244 0.095 -5.100 -0.797 -0.569
H -1.505 -1.566 -1.426 0.681 0.994 0.534
H -2.801 -0.775 -0.753 0.512 0.902 0.337
H -2.377 0.594 1.061 -0.584 -0.198 0.443
H -1.484 2.082 0.967 -0.173 -0.079 -0.642
H 3.379 1.612 -0.401 2.655 1.980 -0.425
H -0.790 1.004 -1.360 -0.888 0.657 0.458
H 0.509 -2.220 0.213 1.831 1.708 -0.028
H -1.668 -1.482 0.297 0.303 -0.026 0.731
H -0.798 0.878 1.808 0.647 -1.078 0.218

Record 6
79
Properties=species:S:1:pos:R:3:forces:R:3 method="wB97M-V/def2-TZVPD" charge=+1 e_tot_ev=-69948.3785
Zr -0.702 -1.204 0.094 0.224 -0.289 -0.725
Cl -7.792 0.866 -1.446 0.006 -0.005 0.004
S 0.792 0.396 1.598 0.115 -0.178 0.273
O -0.033 -0.413 -1.305 -0.156 0.329 0.030
O -2.309 0.115 0.473 0.025 -0.041 0.113
O -1.302 -2.906 -2.903 -0.096 0.008 0.237
O -2.478 -2.377 -0.494 -0.036 -0.098 -0.063
N 2.444 -3.237 -0.314 -0.028 0.028 -0.101
N 1.854 2.131 -0.146 -0.079 0.040 0.023
N 0.115 -4.603 -3.318 0.023 -0.050 0.092
N 0.431 -3.187 -1.419 -0.082 -0.018 0.252
N -0.416 2.296 0.243 0.219 0.039 -0.126
C -1.707 -2.112 3.266 0.029 0.002 0.015
C 1.620 -3.745 -1.272 0.179 0.184 0.047
C 0.466 5.163 1.447 0.025 -0.016 0.018
C 0.753 1.703 0.454 -0.022 0.037 -0.082
C 2.088 -2.245 3.429 -0.015 -0.016 -0.005
C -6.175 0.604 -0.882 0.004 0.041 0.020
C 3.996 4.490 -0.006 -0.002 0.010 -0.027
C -0.392 -1.833 3.613 -0.004 0.024 0.009
C -0.722 -4.964 -4.457 -0.023 0.019 -0.019
C 0.379 -3.446 2.019 -0.091 -0.116 0.106
C 3.172 1.504 -0.046 -0.032 -0.041 -0.034
C -5.515 1.624 -0.181 -0.027 -0.017 -0.010
C 0.669 -2.502 3.005 0.040 0.061 0.029
C -0.317 -3.507 -2.539 -0.047 -0.013 -0.156
C 1.269 -5.240 -3.058 0.019 0.032 -0.058
C -0.939 -3.745 1.679 -0.051 -0.013 0.075
C -5.541 -0.584 -1.104 0.026 -0.019 -0.017
C 4.078 2.130 1.012 -0.014 0.003 0.007
C -1.056 4.593 -0.549 -0.020 -0.008 -0.025
C 4.857 3.353 0.534 0.023 0.003 0.007
C -4.219 -0.779 -0.649 -0.055 0.005 -0.009
C -0.752 3.143 -0.902 0.018 -0.004 0.053
C -3.622 -2.057 -0.843 -0.005 -0.016 -0.011
C -1.985 -3.078 2.308 -0.048 -0.031 0.044
C 2.079 -4.840 -2.052 -0.036 -0.002 -0.005
C -3.535 0.248 0.044 0.012 0.068 0.018
C -4.233 1.451 0.277 0.008 -0.025 -0.013
C 0.119 5.412 -0.018 0.011 -0.006 0.007
H 2.261 -2.287 -0.026 0.056 0.029 0.035
H -6.035 2.556 0.001 -0.001 0.000 -0.004
H -3.009 -3.315 2.056 -0.001 0.017 -0.022
H 3.470 2.375 1.887 0.000 0.012 -0.001
H -1.877 4.622 0.174 -0.013 -0.001 0.002
H 4.599 5.376 -0.200 0.001 -0.005 0.000
H -4.239 -2.834 -1.309 -0.015 0.008 -0.031
H 5.567 3.042 -0.239 0.003 -0.004 0.007
H -0.184 -1.081 4.365 0.004 0.007 -0.004
H -0.836 -4.106 -5.116 0.003 -0.006 -0.005
H -1.145 -4.507 0.939 -0.006 0.022 -0.025
H 0.053 3.083 -1.636 -0.012 -0.002 -0.018
H 1.188 -3.994 1.559 -0.011 0.005 0.000
H 1.775 2.949 -0.729 0.020 0.009 0.006
H -0.418 5.285 2.076 -0.001 0.002 -0.002
H 3.415 -3.497 -0.351 -0.005 -0.008 0.017
H -1.192 1.826 0.694 -0.021 -0.033 -0.026
H 2.236 -1.204 3.709 0.001 0.007 0.014
H 3.524 4.225 -0.956 -0.006 -0.001 0.008
H 1.524 -6.059 -3.717 0.004 -0.006 0.009
H 5.459 3.724 1.366 0.002 -0.002 0.000
H 2.337 -2.866 4.293 0.006 0.006 -0.002
H -1.436 5.058 -1.462 -0.004 0.002 0.001
H -3.736 2.238 0.831 -0.001 0.005 0.007
H -2.514 -1.576 3.747 -0.008 -0.012 0.004
H 3.030 -5.314 -1.871 0.001 0.006 0.020
H -1.710 -5.265 -4.114 0.000 0.009 -0.001
H -0.250 -5.784 -4.991 -0.001 -0.007 0.008
H -6.046 -1.384 -1.632 0.003 -0.001 0.002
H 0.998 5.245 -0.653 0.001 0.006 0.008
H 2.995 0.453 0.171 0.033 0.021 -0.016
H 3.215 4.767 0.703 -0.033 0.011 0.018
H 2.790 -2.493 2.633 0.003 -0.010 0.004
H 3.633 1.565 -1.034 -0.018 0.000 0.002
H 0.858 4.161 1.626 -0.005 0.019 -0.007
H 4.792 1.368 1.336 -0.006 -0.008 0.004
H -1.619 2.682 -1.379 -0.024 -0.003 -0.002
H 1.214 5.877 1.793 0.010 -0.001 0.005
H -0.125 6.470 -0.137 0.002 -0.003 -0.008

Record 7
17
Properties=species:S:1:pos:R:3:forces:R:3 method="wB97M-V/def2-TZVPD" e_tot_ev=-18120.3015
S -1.157 0.122 -0.268 -0.326 0.004 -1.254
N 1.968 0.216 -0.069 -1.527 -6.379 -1.310
N -0.459 -1.285 -1.128 -4.796 -0.787 -2.400
C 1.150 1.990 1.161 1.562 -0.668 3.239
C -0.366 -0.056 1.292 5.168 -4.376 -3.650
C 1.244 0.479 1.172 0.274 0.322 2.661
C -1.372 -1.724 -2.027 2.827 0.985 0.989
H 0.962 -0.156 -0.885 4.456 1.251 2.870
H 0.579 2.160 0.365 -1.920 1.363 -3.850
H -0.939 0.304 2.011 -2.278 2.087 3.330
H 2.016 0.235 2.093 -2.489 -0.121 -1.946
H -1.072 -2.484 -2.784 0.148 0.387 0.974
H 0.532 2.413 1.982 1.013 -0.108 0.094
H 2.200 2.321 1.025 -0.995 0.533 0.324
H -0.468 -1.200 1.331 0.729 1.470 0.704
H 2.570 -0.893 0.206 -2.569 4.064 -1.631
H -2.376 -1.297 -2.263 0.724 -0.028 0.856